# 1
{"formula": "C7H10N2O2S2", "method": "the ωB97M-V functional and the def2-TZVPD basis", "e_above_lowest_kcal_mol": 89.12, "homo_lumo_gap_ev": [5.795, 7.054], "multiplicity": 1, "homo_energy_ha": [-0.2717, -0.2754], "fmax_ev_per_a": 4.07, "elements": ["C", "C", "C", "C", "C", "C", "C", "N", "N", "O", "O", "S", "S", "H", "H", "H", "H", "H", "H", "H", "H", "H", "H"], "coordinates": [[0.396, -3.559, -0.198], [0.403, -3.656, -1.628], [1.138, -2.574, 0.221], [1.162, -2.589, -2.035], [0.222, 1.620, -1.491], [-0.696, 3.561, -0.366], [0.096, 1.695, 0.920], [1.627, -1.900, -0.964], [-0.096, 2.262, -0.374], [1.386, -2.064, 1.428], [1.431, -2.177, -3.284], [-0.266, 1.730, -2.988], [2.491, -0.438, -0.904], [-0.172, -4.163, 0.560], [-0.086, -4.328, -2.211], [-1.609, 3.692, 0.151], [-0.093, 4.229, 0.161], [-0.976, 3.934, -1.283], [-0.733, 1.215, 1.229], [0.828, 0.936, 0.992], [0.384, 2.386, 1.643], [0.876, -2.531, 2.087], [2.184, -1.656, -3.301]]}

---

# 2
{"formula": "C27H31CuGeN2O3", "method": "the ωB97M-V functional and the def2-TZVPD basis", "e_above_lowest_kcal_mol": 0.00, "charge": -1, "homo_lumo_gap_ev": [4.850, 4.686], "multiplicity": 2, "homo_energy_ha": [-0.0890, -0.0830], "s_squared": 0.7570, "fmax_ev_per_a": 0.58, "elements": ["Cu", "C", "N", "C", "C", "O", "C", "O", "C", "C", "O", "N", "C", "C", "H", "H", "H", "H", "H", "H", "H", "H", "H", "H", "H", "H", "H", "H", "H", "H", "C", "Ge", "C", "C", "C", "C", "C", "C", "C", "C", "C", "C", "C", "C", "C", "C", "C", "C", "C", "C", "H", "H", "H", "H", "H", "H", "H", "H", "H", "H", "H", "H", "H", "H", "H"], "coordinates": [[1.174, -0.312, -1.256], [1.909, -3.857, -1.400], [0.511, -3.536, -1.147], [0.098, -3.714, 0.239], [-0.016, -2.539, -1.897], [0.490, -2.174, -2.963], [-1.353, -1.949, -1.458], [-1.574, -0.668, -1.997], [-1.648, -0.531, -3.382], [-0.436, 0.240, -3.913], [0.398, 0.732, -3.172], [-0.340, 0.379, -5.266], [0.751, 1.158, -5.813], [-1.405, 0.065, -6.191], [2.122, -4.845, -0.992], [2.544, -3.104, -0.919], [2.093, -3.852, -2.470], [0.451, -4.688, 0.581], [-0.987, -3.706, 0.329], [0.535, -2.922, 0.864], [-1.355, -1.780, -0.387], [-2.168, -2.647, -1.706], [-2.551, 0.053, -3.603], [-1.726, -1.492, -3.895], [1.537, 1.234, -5.070], [0.420, 2.166, -6.086], [1.136, 0.664, -6.708], [-2.201, -0.491, -5.707], [-1.021, -0.540, -7.015], [-1.835, 0.980, -6.614], [1.793, -0.740, 0.445], [0.756, 0.385, 1.589], [0.857, -0.154, 3.524], [2.001, -0.836, 3.943], [2.170, -1.228, 5.266], [1.182, -0.953, 6.204], [0.033, -0.283, 5.807], [-0.121, 0.111, 4.482], [-1.244, 0.583, 1.423], [-2.075, -0.481, 1.784], [-3.449, -0.446, 1.577], [-4.034, 0.673, 1.000], [-3.232, 1.751, 0.649], [-1.860, 1.703, 0.861], [1.408, 2.273, 1.645], [1.483, 3.016, 0.464], [1.972, 4.315, 0.454], [2.417, 4.901, 1.632], [2.364, 4.177, 2.814], [1.861, 2.880, 2.816], [2.757, -1.075, 3.200], [3.070, -1.753, 5.567], [1.307, -1.260, 7.236], [-0.745, -0.067, 6.532], [-1.022, 0.643, 4.191], [-1.635, -1.359, 2.251], [-4.065, -1.289, 1.871], [-5.105, 0.709, 0.834], [-3.678, 2.636, 0.208], [-1.254, 2.557, 0.579], [1.169, 2.555, -0.468], [2.017, 4.869, -0.478], [2.809, 5.913, 1.627], [2.714, 4.622, 3.739], [1.820, 2.331, 3.751]]}

---

# 3
{"formula": "C4H7ClN2", "method": "the ωB97M-V functional and the def2-TZVPD basis", "e_above_lowest_kcal_mol": 76.88, "homo_lumo_gap_ev": 10.441, "multiplicity": 1, "homo_energy_ha": -0.3785, "smiles": "CCCC1(Cl)N=N1", "fmax_ev_per_a": 3.48, "elements": ["C", "C", "C", "C", "Cl", "N", "N", "H", "H", "H", "H", "H", "H", "H"], "coordinates": [[-0.746, 1.936, -0.140], [0.162, 0.789, 0.340], [-0.324, -0.573, -0.111], [0.712, -1.750, -0.011], [1.495, -1.943, 1.614], [1.441, -2.273, -1.147], [0.482, -2.904, -0.730], [-0.321, 2.955, -0.164], [-1.582, 1.954, 0.639], [-1.205, 1.581, -1.054], [0.537, 0.787, 1.431], [1.083, 0.882, -0.137], [-0.595, -0.735, -1.101], [-1.139, -0.705, 0.571]]}

---

# 4
{"formula": "C23H26N4S3V", "method": "the ωB97M-V functional and the def2-TZVPD basis", "e_above_lowest_kcal_mol": 0.00, "charge": 1, "homo_lumo_gap_ev": [7.437, 8.514], "multiplicity": 3, "homo_energy_ha": [-0.3937, -0.4014], "s_squared": 2.0268, "fmax_ev_per_a": 0.85, "elements": ["V", "C", "N", "C", "C", "N", "C", "C", "C", "C", "C", "C", "C", "S", "C", "C", "C", "C", "C", "C", "S", "H", "H", "H", "H", "H", "H", "H", "H", "H", "H", "H", "H", "H", "H", "H", "H", "H", "H", "N", "C", "S", "N", "C", "C", "C", "C", "C", "C", "H", "H", "H", "H", "H", "H", "H", "H"], "coordinates": [[0.837, -0.687, -0.076], [3.940, -1.234, -0.665], [2.987, -1.165, 0.483], [3.336, 0.016, 1.333], [2.807, 1.287, 0.711], [1.319, 1.182, 0.556], [0.623, 1.443, 1.855], [0.812, 2.001, -0.572], [0.401, 3.306, -0.330], [-0.041, 4.097, -1.372], [-0.083, 3.573, -2.662], [0.301, 2.267, -2.898], [0.756, 1.445, -1.860], [1.257, -0.227, -2.256], [3.118, -2.394, 1.287], [4.348, -2.770, 1.808], [4.456, -3.923, 2.568], [3.330, -4.703, 2.801], [2.101, -4.318, 2.291], [1.987, -3.154, 1.537], [0.409, -2.620, 0.921], [4.960, -1.339, -0.295], [3.860, -0.342, -1.277], [3.689, -2.093, -1.281], [4.418, 0.085, 1.473], [2.896, -0.144, 2.318], [3.227, 1.462, -0.277], [3.048, 2.146, 1.340], [1.019, 2.339, 2.336], [0.774, 0.601, 2.529], [-0.441, 1.555, 1.671], [0.438, 3.712, 0.672], [-0.343, 5.118, -1.182], [-0.424, 4.187, -3.485], [0.245, 1.851, -3.895], [5.231, -2.169, 1.631], [5.416, -4.212, 2.974], [3.409, -5.611, 3.384], [1.218, -4.917, 2.473], [-2.708, -1.907, 1.239], [-2.860, -0.940, 0.329], [-1.561, -0.107, -0.398], [-4.126, -0.681, -0.028], [-4.698, 0.267, -0.936], [-5.901, -0.123, -1.512], [-6.573, 0.729, -2.370], [-6.045, 1.979, -2.660], [-4.850, 2.364, -2.072], [-4.167, 1.519, -1.204], [-1.784, -2.184, 1.540], [-3.498, -2.372, 1.651], [-4.808, -1.335, 0.327], [-6.310, -1.105, -1.297], [-7.507, 0.410, -2.814], [-6.565, 2.649, -3.333], [-4.435, 3.342, -2.279], [-3.246, 1.846, -0.749]]}

---

# 5
{"formula": "C3H4Cl2S", "method": "the ωB97M-V functional and the def2-TZVPD basis", "e_above_lowest_kcal_mol": 3.65, "homo_lumo_gap_ev": 9.965, "multiplicity": 1, "homo_energy_ha": -0.3427, "smiles": "SCC=C(Cl)Cl", "fmax_ev_per_a": 1.87, "elements": ["S", "C", "C", "C", "Cl", "Cl", "H", "H", "H", "H"], "coordinates": [[1.334, -0.672, 1.881], [0.206, -0.963, 0.491], [-0.551, 0.216, 0.077], [-0.625, 0.739, -1.148], [-1.442, 2.258, -1.389], [0.177, 0.100, -2.576], [1.707, 0.587, 1.492], [0.743, -1.282, -0.439], [-0.457, -1.765, 0.796], [-1.093, 0.781, 0.815]]}

---

# 6
{"formula": "C5H13O2", "method": "the ωB97M-V functional and the def2-TZVPD basis", "e_above_lowest_kcal_mol": 55.46, "charge": -1, "homo_lumo_gap_ev": 7.033, "multiplicity": 1, "homo_energy_ha": -0.1164, "fmax_ev_per_a": 6.01, "elements": ["C", "O", "C", "C", "C", "C", "H", "H", "H", "H", "H", "H", "H", "H", "H", "H", "H", "H", "H", "O"], "coordinates": [[-1.535, 0.378, -1.367], [-2.171, -0.636, -0.618], [-0.192, 0.925, -0.907], [0.366, 0.435, 0.585], [1.181, -0.983, 0.294], [1.271, 1.489, 1.171], [-2.159, 1.252, -1.153], [-1.471, 0.303, -2.442], [0.720, 0.730, -1.502], [-0.235, 2.086, -0.797], [-0.391, 0.139, 1.165], [1.200, -1.405, 1.322], [2.126, -0.893, -0.298], [0.427, -1.358, -0.452], [2.102, 1.574, 0.424], [0.643, 2.390, 1.127], [1.681, 1.388, 2.228], [-1.186, -2.694, 1.207], [-1.237, -2.065, -0.286], [-1.140, -3.058, 0.299]]}